# 1
The molecule C4H7Br at a distorted geometry, computed with wB97M-V/def2-TZVPD.

2S+1: 1
Frontier orbital gap: 10.6 eV
SMILES: C[C@@H]1C[C@H]1Br
Relative energy (zero: lowest compared OMol25 entry of this formula, charge and spin): 25.1 kcal per mole
Net charge: 0
E_HOMO: -9.563 eV

XYZ file:
```
12
C4H7Br | the Open Molecules 2025 dataset | wB97M-V/def2-TZVPD
C -0.480 0.280 1.369
C -0.681 -0.271 -0.030
C -0.180 -1.160 1.121
C 0.354 0.018 -1.113
Br -1.399 -2.384 1.829
H 0.419 0.963 1.319
H -1.154 0.742 2.126
H -1.569 -0.532 -0.478
H 0.875 -1.346 1.048
H 1.233 0.249 -0.553
H 0.186 0.835 -1.850
H 0.524 -0.900 -1.705
```

Atom charges from the Mulliken analysis, given in e for atoms 1 to 2:
1. C -0.504
2. C -0.047

***

# 2
An isolated ion of composition C4H7BrN3O2 and charge +1 at a distorted geometry, computed with wB97M-V/def2-TZVPD.

2S+1: 1
Frontier orbital gap: 11.0 eV
SMILES: C[C@H]1[NH+]=C(Br)N[C@@H]1[N+](=O)[O-]
Relative energy (zero: lowest compared OMol25 entry of this formula, charge and spin): 64.9 kcal per mole
Net charge: +1
E_HOMO: -15.065 eV

XYZ file:
```
17
C4H7BrN3O2 | the Open Molecules 2025 dataset | wB97M-V/def2-TZVPD
C -1.259 -0.475 1.159
C -0.145 0.166 -0.698
C 0.925 0.004 0.467
C -0.145 -0.630 -2.013
N 0.000 -0.509 1.493
N -1.435 -0.061 -0.066
N 1.514 1.347 0.980
O 1.364 2.272 0.222
O 2.181 1.168 1.961
Br -2.595 -0.915 2.393
H 0.135 1.261 -0.946
H 1.816 -0.776 0.447
H -0.618 -1.611 -1.984
H 0.901 -0.538 -2.503
H -0.705 -0.086 -2.772
H 0.360 -0.793 2.428
H -2.295 0.177 -0.568
```

Atom charges from the Mulliken analysis, given in e for atoms 1 to 2:
1. C 0.250
2. C 0.155

***

# 3
The molecule C4H7BrNO3P at a distorted geometry, computed with wB97M-V/def2-TZVPD.

2S+1: 1
Frontier orbital gap: 8.9 eV
SMILES: COP(=O)(N=C=CBr)OC
Relative energy (zero: lowest compared OMol25 entry of this formula, charge and spin): 8.5 kcal per mole
Net charge: 0
E_HOMO: -9.102 eV

XYZ file:
```
17
C4H7BrNO3P | the Open Molecules 2025 dataset | wB97M-V/def2-TZVPD
C 2.658 -0.489 0.503
C -0.371 1.964 -0.529
C -1.178 -1.869 0.538
C 3.507 0.362 1.006
N 1.791 -1.140 0.020
O 0.913 -0.374 -2.334
O 0.247 0.790 0.017
O -0.662 -1.509 -0.751
P 0.576 -0.469 -0.941
Br 5.315 0.639 0.259
H -0.062 2.767 0.091
H -1.361 1.879 -0.537
H 0.035 2.005 -1.598
H -0.747 -1.360 1.400
H -0.918 -2.992 0.608
H -2.326 -1.691 0.501
H 3.478 0.820 2.057
```

Atom charges from the Mulliken analysis, given in e for atoms 1 to 2:
1. C 0.798
2. C -0.709

***

# 4
An isolated ion of composition C4H7BrNS and charge +1 at a distorted geometry, computed with wB97M-V/def2-TZVPD.

2S+1: 1
Frontier orbital gap: 9.3 eV
SMILES: C[N@H+]1CSC=C1Br
Relative energy (zero: lowest compared OMol25 entry of this formula, charge and spin): 50.5 kcal per mole
Net charge: +1
E_HOMO: -13.259 eV

XYZ file:
```
14
C4H7BrNS | the Open Molecules 2025 dataset | wB97M-V/def2-TZVPD
C 0.923 1.215 -1.091
C 0.008 1.228 -0.055
C 1.064 -0.616 0.617
C -1.165 -0.924 -0.135
N -0.237 -0.024 0.594
S 1.723 -0.309 -1.097
Br -1.400 2.450 0.395
H 1.012 1.993 -1.800
H 1.721 -0.021 1.388
H 1.091 -1.752 0.731
H -2.117 -0.278 -0.437
H -0.511 -1.214 -1.001
H -1.543 -1.833 0.354
H -0.567 0.086 1.536
```

Atom charges from the Mulliken analysis, given in e for atoms 1 to 2:
1. C 0.082
2. C -0.340

***

- Which formula does entry 4 have?
  C4H7BrNS

***

- Number 1 is which compound?
  C4H7Br